Below is one molecule with the formula C16H20N2O6S in a non-equilibrium geometry, with properties calculated with wB97M-V/def2-TZVPD.

Each line ends with the Mulliken charge.
Positions of all 45 atoms, in Å:
1 C -5.2763 -1.5195 1.3578  -0.9614
2 H -4.8749 -1.3131 2.3550  0.3624
3 H -6.3372 -1.2760 1.3394  0.2410
4 H -5.1443 -2.5804 1.1243  0.3735
5 O -4.6846 -0.6965 0.3802  -0.4304
6 C -3.3488 -0.7896 0.1746  0.9855
7 C -2.4907 -1.6289 0.8696  -0.6187
8 C -1.1309 -1.6374 0.5893  -0.8334
9 C -0.6430 -0.7981 -0.3833  -1.1880
10 C -1.4756 0.0406 -1.1060  0.2727
11 C -2.8330 0.0608 -0.8362  0.4520
12 O -3.7396 0.8467 -1.4628  -0.4442
13 C -3.2826 1.7039 -2.4835  -0.8445
14 H -2.8412 1.1409 -3.3114  0.3527
15 H -2.5508 2.4231 -2.1043  0.2819
16 H -4.1661 2.2336 -2.8356  0.2493
17 H -1.0259 0.6672 -1.8574  0.5649
18 S 1.0948 -0.8379 -0.7645  1.5703
19 O 1.4143 -2.1430 -1.2634  -0.7677
20 O 1.4312 0.2829 -1.6140  -0.8668
21 N 1.8274 -0.6948 0.7382  0.1098
22 C 3.0303 -1.4905 0.9063  -0.9969
23 C 4.1289 -1.2381 -0.1391  -0.5869
24 C 4.6535 0.1891 -0.1201  0.3338
25 O 5.4569 0.5859 0.6983  -0.6576
26 N 4.1812 0.9672 -1.1210  -0.2794
27 H 3.3346 0.7170 -1.6168  0.2752
28 H 4.4605 1.9361 -1.1293  0.2466
29 H 4.9636 -1.9010 0.0948  0.4569
30 H 3.7366 -1.4849 -1.1246  0.4569
31 H 3.4189 -1.3049 1.9102  0.5442
32 H 2.7210 -2.5349 0.8256  0.3135
33 C 1.8618 0.6399 1.3211  -0.1593
34 C 0.5691 1.3613 1.1707  0.1684
35 C 0.2180 2.4065 0.3674  -0.5187
36 C -1.1223 2.7249 0.6941  -0.6597
37 C -1.4834 1.8520 1.6714  -0.6678
38 O -0.4674 1.0277 1.9712  -0.3748
39 H -2.3985 1.7229 2.2139  0.5420
40 H -1.7248 3.5014 0.2695  0.5954
41 H 0.8357 2.8779 -0.3682  0.4854
42 H 2.0782 0.5127 2.3879  0.5217
43 H 2.6494 1.2566 0.8748  0.2529
44 H -0.4550 -2.2815 1.1258  0.4403
45 H -2.8700 -2.2826 1.6376  0.4070

Charge   0
HOMO   -8.3 eV
Energy above the lowest of the compared OMol25 structures with the same formula, charge and spin   42.2 kcal per mole
LUMO level   0.620 eV

Below is one molecule with the formula C16H20N6O6 in a non-equilibrium geometry, with properties calculated with wB97M-V/def2-TZVPD.

Each line ends with the Mulliken charge.
Positions of all 48 atoms, in Å:
1 O 1.0941 1.1785 -1.0078  -0.7951
2 O -3.2932 0.0941 -0.1187  -0.7797
3 O -4.6700 -2.6750 -3.4722  -0.5876
4 O -2.6950 1.1306 -3.8686  -0.4448
5 N 2.2561 1.1233 2.3063  -0.5383
6 N 2.8252 -3.8230 1.8101  -0.4159
7 N 3.2627 -2.5748 -0.0967  -0.4645
8 O 2.8873 -3.8837 0.3466  -0.1203
9 O -5.0049 -1.7865 -1.3863  -0.5094
10 C 1.0230 1.2061 0.2184  1.2589
11 C -2.1619 0.4308 -0.5156  0.1391
12 C -4.2399 -2.1371 -2.4500  0.5099
13 C -2.8711 -0.0469 -3.7540  -0.2282
14 C 2.2067 0.8684 1.0314  -0.1205
15 C 3.2254 -2.6523 2.1457  0.6320
16 C 3.6193 -1.9568 0.9526  0.6356
17 C 1.0614 1.5737 2.9754  -0.8324
18 C -0.0934 1.7357 2.2315  -0.1098
19 N 3.3085 0.3246 0.2859  -0.2663
20 N -0.1706 1.4543 0.8448  0.3711
21 N -1.5428 -0.0809 -1.6622  0.1283
22 C 3.5907 -2.4500 3.6461  -1.1270
23 C 4.2848 -0.6059 0.8725  -0.8909
24 C -1.0809 4.1108 -0.1026  -1.3209
25 C -1.5149 1.6454 0.2249  -0.4825
26 C -1.6122 2.8432 -0.7823  -0.5576
27 C -2.7178 -2.2054 -2.2821  -0.8323
28 C -1.9871 -0.8831 -2.7469  -0.0115
29 H -4.4514 -1.2671 -0.7453  0.4734
30 H -3.2833 -0.5547 -4.5683  0.5141
31 H 1.0962 1.6471 4.0095  0.4579
32 H -0.8961 2.1492 2.7290  0.4283
33 H 3.1129 0.1021 -0.6491  0.3489
34 H -0.6264 0.4146 -1.7630  0.1112
35 H 3.5206 -1.4300 3.8459  0.3416
36 H 2.8403 -2.9060 4.2756  0.3705
37 H 4.5805 -2.8459 3.9040  0.2767
38 H 5.2213 -0.8513 0.2777  0.3463
39 H 4.5760 -0.2097 1.8290  0.3814
40 H -1.5368 4.1445 0.8659  0.3133
41 H -1.2923 5.0040 -0.6840  0.4198
42 H -0.0241 3.9139 -0.0133  0.2853
43 H -2.1988 1.8728 1.1334  0.4796
44 H -1.0041 2.5831 -1.6031  0.3284
45 H -2.5787 3.0009 -1.1829  0.6490
46 H -2.4169 -3.1308 -2.8705  0.3409
47 H -2.4985 -2.2786 -1.2303  0.4058
48 H -1.1297 -1.3160 -3.2060  0.4880

Charge   0
HOMO   -8.9 eV
Energy above the lowest of the compared OMol25 structures with the same formula, charge and spin   0.0 kcal per mole
LUMO level   -0.091 eV

Below is C16H21AuBrN9O as an isolated structure, with properties calculated with wB97M-V/def2-TZVPD.

Each line ends with the Mulliken charge.
Positions of all 49 atoms, in Å:
1 Au -1.5411 -0.5081 -3.5362  0.3393
2 C 3.4911 -0.0438 2.7794  -2.0639
3 C 3.5588 -0.2440 1.2663  1.9533
4 C 4.1358 1.0283 0.6237  -1.5667
5 C 4.4854 -1.4339 0.9678  -1.5848
6 C 2.1927 -0.5163 0.6564  -0.1849
7 C 2.1102 -0.7319 -0.7474  -0.8420
8 C 0.9066 -0.9656 -1.3033  -0.3143
9 Br 0.8393 -1.2817 -3.1789  -0.1227
10 C -0.3469 -1.0117 -0.5546  0.9179
11 O -1.4183 -1.2567 -1.1295  -0.8341
12 C -0.2463 -0.7477 0.8770  -0.3486
13 C 1.0157 -0.5414 1.4061  0.5294
14 C -1.4535 -0.6949 1.8141  1.9658
15 C -1.4025 0.6290 2.5995  -1.6609
16 C -1.3402 -1.8786 2.7913  -1.5977
17 C -2.8253 -0.7658 1.1330  -2.0390
18 H 4.4974 0.1373 3.1592  0.4333
19 H 3.0982 -0.9254 3.2901  0.4052
20 H 2.8780 0.8182 3.0493  0.4098
21 H 5.1161 1.2412 1.0539  0.4385
22 H 3.4885 1.8883 0.8035  0.3925
23 H 4.2632 0.9217 -0.4542  0.3329
24 H 5.4655 -1.2509 1.4117  0.4472
25 H 4.6310 -1.5818 -0.1035  0.3255
26 H 4.0873 -2.3588 1.3894  0.3826
27 H 2.9999 -0.6995 -1.3614  0.4499
28 H 1.0920 -0.3699 2.4683  0.5095
29 H -0.5056 0.7299 3.2112  0.3318
30 H -2.2626 0.6742 3.2693  0.4639
31 H -1.4549 1.4846 1.9237  0.4130
32 H -0.4234 -1.8365 3.3824  0.3083
33 H -1.3608 -2.8302 2.2567  0.3691
34 H -2.1876 -1.8581 3.4788  0.4493
35 H -2.9653 0.0314 0.4038  0.4225
36 H -3.5818 -0.6457 1.9109  0.4930
37 H -2.9999 -1.7147 0.6317  0.3679
38 N -3.5106 2.3086 -3.5824  -0.1223
39 C -4.1236 1.0774 -3.6293  0.6081
40 N -5.4178 0.8953 -3.5348  -0.4542
41 N -5.5833 -0.4520 -3.6429  -0.3902
42 N -4.4591 -1.0515 -3.7641  -0.3673
43 N -3.4982 -0.0888 -3.7977  0.2655
44 C -2.1606 2.5113 -3.3986  0.6366
45 N -1.6128 3.6737 -3.1295  -0.4590
46 N -0.2850 3.4074 -3.0234  -0.4746
47 N -0.0428 2.1595 -3.2111  -0.3575
48 N -1.2312 1.5639 -3.4730  0.2058
49 H -4.1117 3.1050 -3.4526  0.2171

Charge   0
HOMO (spin up / spin down)   -8.5 / -8.5 eV
2S+1   3
LUMO level (spin up / spin down)   -0.199 / -3.051 eV

Below is C16H21AuN2O2Si2 as an isolated structure in a non-equilibrium geometry, with properties calculated with wB97M-V/def2-TZVPD.

Each line ends with the Mulliken charge.
Positions of all 44 atoms, in Å:
1 Au 0.0905 0.6724 -0.3270  0.2296
2 O -0.5656 -1.5902 -0.4786  -0.4739
3 N -0.9863 -1.9783 -1.6010  -0.3047
4 N -1.0142 -1.1086 -2.5402  0.8508
5 O -0.6445 0.1572 -2.4457  -0.9485
6 C -1.4910 -1.5477 -3.8136  0.2959
7 C -1.9075 -2.8662 -4.0242  -0.1889
8 C -2.3610 -3.2445 -5.2733  -0.4789
9 C -2.4055 -2.3276 -6.3164  -0.4619
10 C -1.9912 -1.0246 -6.0985  -0.4703
11 C -1.5335 -0.6278 -4.8521  -0.5130
12 H -1.8649 -3.5607 -3.2024  0.4387
13 H -2.6826 -4.2653 -5.4333  0.3597
14 H -2.7617 -2.6300 -7.2925  0.3707
15 H -2.0240 -0.3067 -6.9077  0.3473
16 H -1.2066 0.3845 -4.6651  0.3787
17 C -2.1667 -0.2145 2.2703  -1.0746
18 Si -1.0228 1.1937 1.7689  0.4267
19 C -2.0231 2.7922 1.6945  -1.0625
20 C 0.4413 1.3181 2.9598  0.4688
21 C 0.2027 1.7862 4.2545  -0.4836
22 C 1.2305 1.9224 5.1750  -0.6833
23 C 2.5227 1.5720 4.8120  -0.6836
24 C 2.7656 1.0911 3.5345  -0.4826
25 C 1.7387 0.9662 2.5955  0.4691
26 Si 2.1763 0.3262 0.8702  0.4278
27 C 3.6280 1.2596 0.1070  -1.0625
28 C 2.5991 -1.5070 0.9315  -1.0743
29 H -2.5989 -0.0356 3.2571  0.4097
30 H -1.6203 -1.1578 2.2935  0.2803
31 H -2.9835 -0.3237 1.5539  0.3378
32 H -2.5156 2.9856 2.6501  0.3408
33 H -2.7980 2.7183 0.9287  0.3250
34 H -1.3931 3.6489 1.4549  0.3140
35 H -0.8077 2.0544 4.5498  0.3002
36 H 1.0257 2.2997 6.1692  0.3841
37 H 3.3355 1.6732 5.5203  0.3839
38 H 3.7789 0.8105 3.2613  0.3002
39 H 4.5470 1.0701 0.6661  0.3404
40 H 3.4512 2.3352 0.0941  0.3143
41 H 3.7899 0.9317 -0.9219  0.3252
42 H 3.4822 -1.6848 1.5488  0.4092
43 H 2.7993 -1.8920 -0.0705  0.3378
44 H 1.7646 -2.0757 1.3426  0.2804

Charge   0
HOMO   -8.1 eV
LUMO level   -0.870 eV

Below is C16H21BIN6OsS4 as an isolated structure, with properties calculated with wB97M-V/def2-TZVPD.

Each line ends with the Mulliken charge.
Positions of all 50 atoms, in Å:
1 Os 0.4646 0.7154 0.5987  0.6335
2 C -3.5133 -1.7769 -2.2966  -0.7958
3 N -2.2053 -2.2160 -1.7717  0.1510
4 C -1.7837 -3.4889 -1.7343  -0.4171
5 C -0.4996 -3.4842 -1.2053  -0.3657
6 N -0.1599 -2.2135 -0.9253  0.6603
7 B 1.3100 -1.7932 -0.5208  0.0164
8 N 1.7640 -2.4957 0.7424  0.1357
9 C 2.5349 -3.6508 0.8225  -0.6170
10 C 2.6511 -3.9649 2.1278  -0.3506
11 N 1.9656 -2.9973 2.8436  0.1626
12 C 1.8725 -2.9421 4.3122  -0.8439
13 C 1.4392 -2.1218 1.9859  0.2209
14 S 0.5012 -0.7358 2.4534  -0.4342
15 C -1.2135 -1.4145 -1.2652  -0.0094
16 S -1.3166 0.2469 -1.0930  -0.3976
17 H -4.2583 -2.5237 -2.0397  0.3476
18 H -3.4515 -1.6726 -3.3775  0.3507
19 H -3.7838 -0.8262 -1.8497  0.3192
20 H -2.3906 -4.3121 -2.0801  0.5076
21 H 0.1709 -4.3141 -1.0417  0.5446
22 H 2.0606 -1.9187 -1.4357  -0.0082
23 H 1.3415 -0.5665 -0.2499  0.2336
24 H 2.9604 -4.1245 -0.0461  0.5558
25 H 3.1656 -4.7782 2.6114  0.4878
26 H 2.7737 -3.3778 4.7318  0.3479
27 H 1.0037 -3.4998 4.6526  0.3320
28 H 1.7948 -1.9070 4.6323  0.3409
29 S 2.0691 2.2827 -0.2924  -0.4450
30 C 1.8474 2.7614 -1.9316  0.5883
31 N 2.7808 3.4291 -2.5424  -0.2031
32 C 2.5397 3.8696 -3.9278  -0.5981
33 C 1.1505 3.3420 -4.3391  -0.4330
34 S 0.4537 2.4745 -2.8832  -0.0955
35 H 3.6506 3.6611 -2.0755  0.2686
36 H 3.3244 3.4707 -4.5659  0.3228
37 H 2.5851 4.9556 -3.9655  0.3259
38 H 1.2060 2.6350 -5.1604  0.3643
39 H 0.4697 4.1443 -4.6054  0.3775
40 I -4.5635 3.3286 2.4717  0.2435
41 C -2.5125 3.0960 2.6204  -0.5215
42 C -1.7693 3.7615 3.5890  -0.0550
43 C -0.3946 3.5688 3.6394  -0.9060
44 C 0.2003 2.7186 2.7407  -0.0234
45 N -0.5203 2.0714 1.7940  -0.1668
46 C -1.8581 2.2654 1.7372  0.1379
47 H -2.2532 4.4242 4.2950  0.4569
48 H 0.2116 4.0748 4.3782  0.4411
49 H 1.2666 2.5405 2.7568  0.5100
50 H -2.4034 1.7418 0.9665  0.3021

Charge   +3
HOMO (spin up / spin down)   -16.3 / -16.3 eV
2S+1   5
Energy above the lowest of the compared OMol25 structures with the same formula, charge and spin   0.0 kcal per mole
LUMO level (spin up / spin down)   -8.898 / -11.991 eV

Short version: total energy = -1580.7975, -1401.5578, -3899.8865, -1596.8857, -2955.9149 Eh, in the order given.